Entry from the Open Molecules 2025 dataset: C2H2N4O2 in the gas phase at a distorted geometry (ωB97M-V with the def2-TZVPD basis set).

SMILES = [H]/N=c1\nnoc(=O)[nH]1
F_max = 5.5 eV/Å
Calculated total energy = -12158.8458 eV
E_HOMO = -10.87 eV
Gap between HOMO and LUMO = 9.65 eV

Last column: Mulliken charge in e.
Geometry (Å):
N 0.897 1.174 0.119  -0.16
C 0.832 -0.241 0.140  0.56
N 2.000 -0.781 -0.167  -0.62
N -0.076 1.968 0.096  0.00
C -1.539 -0.102 0.030  0.52
N -0.377 -0.813 0.419  -0.21
O -2.598 -0.627 -0.114  -0.47
H 2.794 -0.102 -0.512  0.30
O -1.406 1.292 -0.062  -0.23
H -0.528 -1.768 0.051  0.32